## A
Here is an isolated molecule of C7H8F2N2O3 from the Open Molecules 2025 dataset. Energies are from ωB97M-V/def2-TZVPD.

Output
Kohn-Sham gap: 0.307 Eh
net charge: 0

Geometry (Å):
1 C -0.14 0.21 0.12
2 C -0.16 0.03 1.45
3 C 0.33 -0.66 -0.95
4 C 0.27 2.58 -0.24
5 C -0.34 -2.20 1.52
6 C 0.93 -2.01 -0.57
7 C -0.38 3.79 -0.95
8 N -0.61 1.54 -0.31
9 N 0.02 -2.87 0.22
10 O -0.29 0.32 2.54
11 O 0.25 -0.36 -2.13
12 O 1.27 2.62 0.43
13 F 0.61 -2.74 2.42
14 F 1.29 -2.71 -1.67
15 H -1.21 -2.56 1.84
16 H 1.87 -1.88 0.12
17 H -1.15 3.44 -1.71
18 H 0.21 4.56 -1.37
19 H -0.86 4.12 0.09
20 H -1.42 1.81 -0.94
21 H 0.39 -3.92 0.37
22 H -0.87 -3.10 -0.28



## B
Here is an isolated molecule of C7H8F2N2O3 from the Open Molecules 2025 dataset. Energies are from ωB97M-V/def2-TZVPD.

Output
SMILES string: CC(=O)N/C(C(=O)[C@@H](N)F)=C1\O[C@@H]1F
Kohn-Sham gap: 0.336 Eh
net charge: 0

Geometry (Å):
1 C -3.63 1.01 -0.08
2 C -2.44 0.17 0.12
3 O -2.38 -1.06 0.17
4 N -1.30 0.98 0.09
5 C -0.01 0.53 -0.04
6 C 0.18 -0.87 -0.60
7 O -0.31 -1.23 -1.64
8 C 1.13 -1.81 0.20
9 N 2.53 -1.40 0.06
10 F 0.86 -1.70 1.55
11 C 1.14 1.12 0.20
12 O 1.87 2.18 0.39
13 C 2.58 0.91 0.23
14 F 3.15 1.02 -1.02
15 H -3.50 1.96 0.43
16 H -4.57 0.81 0.26
17 H -3.73 1.34 -1.18
18 H -1.50 1.97 0.41
19 H 0.82 -2.82 -0.03
20 H 3.10 -2.25 0.40
21 H 2.82 -1.36 -0.88
22 H 3.19 0.51 0.97



Which of them is the most stable? Correct choice: B.



## A
Here is an isolated molecule of C4H4N4 from the Open Molecules 2025 dataset. Energies are from ωB97M-V/def2-TZVPD.

Output
SMILES string: [H]/N=c1\cnnccn1
Kohn-Sham gap: 0.344 Eh
net charge: 0

Geometry (Å):
1 H -2.48 -0.75 1.01
2 N -2.19 0.16 0.69
3 C -1.13 0.07 0.02
4 C -0.48 -1.13 -0.58
5 N 0.69 -1.48 -0.35
6 N 1.50 -0.76 0.57
7 C 1.55 0.51 0.43
8 C 0.73 1.40 -0.37
9 N -0.55 1.23 -0.51
10 H -1.03 -1.79 -1.20
11 H 2.21 1.00 1.11
12 H 1.18 2.36 -0.71



## B
Here is a structure of composition C4H4N4 from the Open Molecules 2025 dataset. Energies are from ωB97M-V/def2-TZVPD.

Output
Kohn-Sham gap: 0.358 Eh
net charge: 0

Geometry (Å):
1 C 0.86 -0.10 2.02
2 C -0.36 0.54 0.50
3 C -1.31 0.75 -0.65
4 C -0.84 -0.04 -1.55
5 H 1.44 -0.01 3.01
6 H -2.18 1.56 -0.78
7 H -1.06 -0.20 -2.58
8 H 1.20 -1.54 -1.61
9 N -0.09 0.70 1.79
10 N 0.49 -0.65 -1.20
11 N 0.54 -0.28 0.11
12 N 1.31 -0.74 0.96



Which of them is the most stable? Correct choice: A.



## A
Here is a cluster of 3 separate species, C4H15NO2 in total from the Open Molecules 2025 dataset. Energies are from ωB97M-V/def2-TZVPD.

Output
2S+1: 2
⟨S²⟩: 0.75
Kohn-Sham gap (spin up / spin down): 0.440 / 0.265 Eh
net charge: +1

Geometry (Å):
1 C 0.63 0.20 1.70
2 N -0.20 -0.62 0.85
3 C 0.40 -1.41 -0.18
4 C -0.56 -2.15 -1.08
5 C -0.18 1.10 2.61
6 H 1.27 -0.50 2.25
7 H 1.24 0.84 1.05
8 H -1.19 -0.38 0.78
9 H 1.03 -0.76 -0.82
10 H 1.12 -2.07 0.32
11 H -0.17 -2.79 -1.86
12 H -1.28 -2.70 -0.47
13 H -1.22 -1.42 -1.58
14 H -0.93 0.58 3.20
15 H -0.68 1.92 2.09
16 H 0.47 1.55 3.36
17 H 0.92 1.59 -2.22
18 H 1.24 2.18 -3.54
19 O 1.22 1.32 -3.09
20 H -0.62 1.83 -1.38
21 H -1.14 0.38 -0.90
22 O -1.36 1.29 -1.11



## B
Here is a cluster of 3 separate species, C4H15NO2 in total from the Open Molecules 2025 dataset. Energies are from ωB97M-V/def2-TZVPD.

Output
2S+1: 2
⟨S²⟩: 0.75
Kohn-Sham gap (spin up / spin down): 0.370 / 0.197 Eh
net charge: +1

Geometry (Å):
1 C 1.83 0.45 -1.05
2 N 1.12 0.29 0.20
3 C 2.73 -1.09 1.42
4 C 1.26 -0.90 1.05
5 C 0.67 -2.12 0.35
6 H 1.62 1.42 -1.47
7 H 1.40 -0.27 -1.74
8 H 2.89 0.23 -0.88
9 H 1.20 1.10 0.81
10 H 3.41 -0.30 1.70
11 H 3.26 -1.56 0.59
12 H 2.71 -1.81 2.24
13 H 0.71 -0.67 1.95
14 H 1.17 -2.24 -0.60
15 H -0.36 -1.87 0.08
16 H 0.69 -3.03 0.94
17 H -3.10 1.84 -1.78
18 H -3.37 1.36 -3.16
19 O -3.41 2.16 -2.63
20 H -5.90 3.02 0.58
21 H -4.82 1.87 0.58
22 O -5.71 2.10 0.83



Which of them is the most stable? Correct choice: A.



## A
Here is the ion C8H14N3 with charge +1 from the Open Molecules 2025 dataset. Energies are from ωB97M-V/def2-TZVPD.

Output
SMILES string: C1NC/[N+](=C2/CCC23CC3)N1
Kohn-Sham gap: 0.354 Eh
net charge: +1

Geometry (Å):
1 C 0.96 3.13 0.00
2 N 2.01 2.19 -0.33
3 C 1.29 1.02 -0.69
4 N 0.11 0.99 0.36
5 C -0.55 -0.16 0.45
6 C -1.92 -0.42 1.12
7 C -1.87 -1.80 0.42
8 C -0.51 -1.48 -0.14
9 C 0.65 -2.48 0.03
10 C 0.23 -2.09 -1.29
11 N 0.08 2.32 0.88
12 H 1.29 4.04 0.56
13 H 0.42 3.27 -1.00
14 H 2.93 2.07 0.20
15 H 0.72 1.29 -1.64
16 H 1.95 0.14 -0.76
17 H -2.83 0.08 0.94
18 H -1.66 -0.42 2.14
19 H -1.97 -2.78 0.88
20 H -2.65 -1.56 -0.36
21 H 0.35 -3.38 0.59
22 H 1.47 -1.96 0.51
23 H 0.91 -1.73 -2.00
24 H -0.49 -2.79 -1.85
25 H -0.93 2.53 0.98



## B
Here is the ion C8H14N3 with charge +1 from the Open Molecules 2025 dataset. Energies are from ωB97M-V/def2-TZVPD.

Output
SMILES string: C[C@H]1c2[nH]ncc2CC[N@@H+]1C
Kohn-Sham gap: 0.369 Eh
net charge: +1

Geometry (Å):
1 C -0.63 2.28 0.43
2 C -0.38 0.95 -0.30
3 C 1.22 0.40 -0.20
4 N 2.30 1.22 -0.26
5 N 3.42 0.53 -0.15
6 C 3.11 -0.75 0.03
7 C 1.69 -0.86 -0.02
8 C 0.74 -2.00 0.30
9 C -0.60 -1.71 -0.44
10 N -1.13 -0.31 0.12
11 C -2.60 -0.09 -0.06
12 H -0.25 3.02 -0.34
13 H -0.15 2.42 1.38
14 H -1.75 2.48 0.43
15 H -0.58 0.97 -1.40
16 H 2.16 2.10 -0.56
17 H 3.92 -1.35 0.36
18 H 0.99 -3.02 0.05
19 H 0.61 -1.89 1.45
20 H -0.56 -1.66 -1.57
21 H -1.26 -2.42 0.01
22 H -1.10 -0.33 1.11
23 H -3.27 -0.67 0.63
24 H -2.94 0.96 0.02
25 H -2.95 -0.27 -1.03



Which of them is the most stable? Correct choice: B.